32
Properties=species:S:1:pos:R:3:lowdin_charge:R:1 method="wB97M-V/def2-TZVPD" molar_mass_g_mol=261.58 de_lowest_kcal_mol=29.4 gap_ev=9.72 multiplicity=1 homo_energy_ha=-0.2591 charge=-1
Cl 9.09700 1.51900 23.64100 0.873
O 10.39300 0.84400 24.08000 -0.348
O 8.00300 1.06100 24.55400 -0.351
O 9.21800 3.00600 23.79700 -0.332
O 8.79100 1.12700 22.22900 -0.339
O 9.78700 -1.60800 22.76000 -0.033
H 10.10100 -2.48600 22.81800 0.030
H 10.07700 -1.13500 23.55000 0.027
O 10.37700 3.30800 21.21500 -0.053
H 9.84800 2.67700 20.69900 0.028
H 10.25200 3.02900 22.11600 -0.034
O 6.77100 3.95600 23.70900 -0.054
H 7.61900 3.77600 24.07100 -0.035
H 6.57300 3.15700 23.21900 -0.015
O 7.15500 -1.61000 24.21700 -0.077
H 7.87800 -2.20300 23.95200 0.016
H 7.47400 -0.75000 24.48200 -0.033
O 12.42200 0.98800 22.37600 -0.127
H 11.99600 0.99500 21.44400 0.039
H 11.65800 0.96500 22.96200 -0.062
O 6.15200 2.18700 20.88000 -0.038
H 6.88600 1.93100 20.33000 0.021
H 5.80500 2.96100 20.42000 0.047
O 10.65200 0.11800 20.62600 -0.079
H 10.09800 -0.12600 19.87600 0.058
H 10.06400 0.06700 21.38200 -0.026
O 5.16100 1.48700 23.89400 -0.060
H 5.98200 1.45200 24.39800 -0.003
H 5.34000 0.85000 23.20300 0.026
O 8.17300 5.53600 21.27700 -0.046
H 8.37200 4.69000 21.61700 -0.035
H 7.40000 5.84400 21.73100 0.013